{"formula": "C44H108F6O16Zn", "method": "the ωB97M-V functional and the def2-TZVPD basis", "total_charge": -1, "s_squared": 0.75, "e_homo_ha": [-0.07043, -0.20673], "max_force_ev_per_a": 4.2, "lumo_ev": [1.92, 1.92], "gap_ev": [3.83, 7.54], "multiplicity": 2, "symbols": ["Zn", "C", "O", "O", "C", "F", "F", "F", "C", "C", "H", "H", "H", "H", "H", "H", "C", "O", "O", "C", "F", "F", "F", "C", "C", "H", "H", "H", "H", "H", "H", "C", "C", "C", "O", "H", "H", "H", "H", "H", "H", "H", "H", "C", "C", "C", "O", "H", "H", "H", "H", "H", "H", "H", "H", "C", "C", "C", "O", "H", "H", "H", "H", "H", "H", "H", "H", "C", "C", "C", "O", "H", "H", "H", "H", "H", "H", "H", "H", "C", "C", "C", "O", "H", "H", "H", "H", "H", "H", "H", "H", "C", "C", "C", "O", "H", "H", "H", "H", "H", "H", "H", "H", "C", "C", "C", "O", "H", "H", "H", "H", "H", "H", "H", "H", "C", "C", "C", "O", "H", "H", "H", "H", "H", "H", "H", "H", "C", "C", "C", "O", "H", "H", "H", "H", "H", "H", "H", "H", "C", "C", "C", "O", "H", "H", "H", "H", "H", "H", "H", "H", "C", "C", "C", "O", "H", "H", "H", "H", "H", "H", "H", "H", "C", "C", "C", "O", "H", "H", "H", "H", "H", "H", "H", "H"], "xyz": [[-13.280, -1.298, 28.388], [-12.227, -3.552, 30.621], [-11.279, -3.828, 29.602], [-12.859, -2.356, 30.152], [-13.163, -4.817, 30.999], [-13.923, -5.195, 29.997], [-12.369, -5.877, 31.286], [-14.002, -4.670, 32.018], [-9.866, -3.635, 29.904], [-9.070, -3.903, 28.655], [-9.149, -3.146, 27.875], [-8.048, -3.978, 29.028], [-9.267, -4.854, 28.159], [-9.459, -4.290, 30.674], [-9.638, -2.591, 30.121], [-11.647, -3.322, 31.515], [-11.628, 0.917, 28.033], [-12.463, 0.228, 27.061], [-12.394, 0.573, 29.164], [-10.105, 0.484, 27.855], [-9.877, -0.738, 28.313], [-9.683, 0.413, 26.567], [-9.205, 1.236, 28.478], [-12.582, 0.802, 25.716], [-13.609, 1.933, 25.452], [-13.603, 2.283, 24.420], [-14.615, 1.561, 25.645], [-13.396, 2.791, 26.090], [-12.972, -0.072, 25.195], [-11.646, 1.074, 25.229], [-11.735, 1.995, 27.915], [-12.357, -8.021, 27.923], [-11.003, -7.596, 28.422], [-10.593, -8.279, 29.732], [-10.103, -7.958, 27.409], [-12.600, -7.690, 26.914], [-13.123, -7.669, 28.615], [-12.411, -9.109, 27.909], [-10.955, -6.522, 28.598], [-10.703, -9.356, 29.613], [-11.286, -8.121, 30.559], [-9.598, -8.105, 30.142], [-9.250, -8.004, 27.848], [-15.841, -1.491, 32.181], [-14.781, -0.513, 32.721], [-13.958, -1.109, 33.893], [-13.868, -0.084, 31.673], [-16.240, -1.010, 31.288], [-16.576, -1.732, 32.949], [-15.484, -2.477, 31.883], [-15.168, 0.447, 33.060], [-13.252, -0.394, 34.317], [-13.287, -1.909, 33.583], [-14.587, -1.436, 34.721], [-13.438, -0.896, 31.396], [-14.415, -8.750, 31.887], [-15.600, -9.322, 32.635], [-15.497, -10.829, 33.089], [-15.827, -8.506, 33.772], [-14.203, -9.148, 30.894], [-13.499, -8.992, 32.425], [-14.562, -7.671, 31.858], [-16.500, -9.255, 32.023], [-15.666, -11.488, 32.238], [-16.302, -10.979, 33.809], [-14.543, -11.151, 33.507], [-16.143, -7.672, 33.418], [-7.604, -6.372, 32.759], [-9.064, -6.574, 32.949], [-9.519, -8.003, 33.088], [-9.450, -5.965, 34.127], [-7.256, -5.356, 32.574], [-7.321, -6.911, 31.854], [-7.056, -6.794, 33.601], [-9.578, -6.049, 32.143], [-9.087, -8.734, 32.405], [-10.590, -8.127, 32.928], [-9.339, -8.417, 34.080], [-9.016, -5.108, 34.118], [-5.267, -4.083, 29.927], [-5.356, -5.005, 28.681], [-4.219, -4.789, 27.683], [-5.227, -6.270, 29.256], [-6.030, -4.311, 30.672], [-5.468, -3.048, 29.652], [-4.313, -4.155, 30.449], [-6.321, -4.929, 28.180], [-4.087, -5.625, 26.996], [-3.271, -4.664, 28.207], [-4.418, -3.884, 27.109], [-4.322, -6.337, 29.571], [-18.143, -4.200, 33.681], [-16.799, -4.991, 33.944], [-16.715, -5.621, 35.324], [-16.627, -6.028, 33.055], [-18.268, -3.722, 32.710], [-18.378, -3.429, 34.414], [-18.951, -4.930, 33.731], [-16.005, -4.256, 33.814], [-17.476, -6.388, 35.467], [-16.974, -4.904, 36.102], [-15.726, -5.966, 35.626], [-16.826, -5.589, 32.225], [-6.712, -4.294, 23.454], [-7.394, -5.521, 24.100], [-7.252, -5.506, 25.645], [-8.754, -5.427, 23.787], [-6.961, -4.274, 22.393], [-5.627, -4.394, 23.450], [-6.981, -3.391, 24.002], [-6.953, -6.410, 23.649], [-6.243, -5.594, 26.048], [-7.780, -6.397, 25.986], [-7.611, -4.640, 26.201], [-9.320, -6.099, 24.173], [-18.047, -5.413, 28.347], [-17.611, -6.024, 29.692], [-16.819, -7.288, 29.467], [-16.786, -5.135, 30.376], [-18.710, -6.007, 27.718], [-17.239, -4.996, 27.746], [-18.647, -4.533, 28.577], [-18.478, -6.284, 30.299], [-15.768, -7.230, 29.185], [-17.427, -7.994, 28.900], [-16.709, -7.738, 30.454], [-15.974, -4.936, 29.904], [-10.985, -3.275, 25.208], [-12.321, -3.204, 25.875], [-12.942, -4.609, 26.003], [-12.147, -2.597, 27.220], [-10.377, -2.374, 25.125], [-11.184, -3.486, 24.157], [-10.435, -4.135, 25.590], [-12.954, -2.587, 25.237], [-12.187, -5.313, 26.353], [-13.269, -4.948, 25.020], [-13.869, -4.653, 26.575], [-11.519, -3.128, 27.715], [-8.969, 0.693, 31.694], [-10.276, -0.044, 31.915], [-10.028, -1.179, 32.960], [-11.302, 0.881, 32.280], [-8.277, -0.047, 31.291], [-8.505, 1.199, 32.540], [-9.142, 1.443, 30.922], [-10.584, -0.484, 30.967], [-9.385, -0.828, 33.767], [-9.581, -2.042, 32.466], [-10.935, -1.595, 33.397], [-11.040, 1.237, 33.132], [-6.078, 0.747, 28.817], [-5.475, -0.279, 27.815], [-6.466, -0.932, 26.890], [-4.521, 0.424, 26.967], [-6.763, 0.266, 29.515], [-6.524, 1.566, 28.251], [-5.313, 1.193, 29.452], [-4.908, -1.031, 28.363], [-7.198, -1.561, 27.396], [-5.899, -1.633, 26.277], [-7.015, -0.196, 26.302], [-5.029, 0.815, 26.253], [-12.541, -4.393, 34.912], [-12.655, -5.724, 35.502], [-12.897, -6.818, 34.474], [-11.387, -5.944, 36.044], [-12.392, -3.605, 35.650], [-13.438, -4.172, 34.334], [-11.664, -4.375, 34.264], [-13.454, -5.746, 36.243], [-12.931, -7.836, 34.863], [-12.130, -6.784, 33.700], [-13.894, -6.709, 34.047], [-10.842, -6.113, 35.272]], "lowdin_charge": [0.634, -0.320, -0.123, -0.288, -0.541, 0.144, 0.109, 0.148, -0.213, -0.070, 0.064, 0.058, 0.071, 0.105, 0.107, 0.129, -0.358, -0.242, -0.225, -0.542, 0.132, 0.102, 0.133, -0.225, -0.071, 0.066, 0.070, 0.066, 0.098, 0.104, 0.143, -0.045, -0.502, -0.044, -0.052, 0.074, 0.068, 0.083, 0.114, 0.084, 0.061, 0.068, 0.077, -0.046, -0.427, -0.060, -0.085, 0.081, 0.057, 0.058, 0.128, 0.064, 0.046, 0.069, 0.018, -0.060, -0.472, -0.039, -0.068, 0.076, 0.073, 0.065, 0.115, 0.064, 0.069, 0.067, 0.021, -0.047, -0.522, -0.040, -0.051, 0.073, 0.083, 0.094, 0.121, 0.076, 0.061, 0.095, 0.110, -0.043, -0.490, -0.054, -0.059, 0.059, 0.062, 0.082, 0.097, 0.077, 0.079, 0.075, 0.087, -0.034, -0.476, -0.039, -0.063, 0.067, 0.072, 0.072, 0.116, 0.087, 0.076, 0.066, 0.055, -0.048, -0.470, -0.039, -0.056, 0.075, 0.073, 0.074, 0.129, 0.052, 0.074, 0.066, 0.092, -0.049, -0.480, -0.047, -0.056, 0.073, 0.079, 0.073, 0.145, 0.079, 0.086, 0.051, 0.084, -0.061, -0.405, -0.036, -0.164, 0.089, 0.085, 0.064, 0.126, 0.065, 0.078, 0.078, 0.055, -0.070, -0.459, -0.042, -0.037, 0.064, 0.078, 0.071, 0.111, 0.072, 0.051, 0.055, 0.081, -0.041, -0.456, -0.059, -0.072, 0.056, 0.078, 0.073, 0.117, 0.067, 0.072, 0.083, 0.072, -0.071, -0.511, -0.044, -0.058, 0.093, 0.062, 0.078, 0.133, 0.091, 0.057, 0.057, 0.025]}

{"formula": "C10H12BrIN2O3", "method": "the ωB97M-V functional and the def2-TZVPD basis", "total_charge": 0, "e_homo_ha": -0.22085, "max_force_ev_per_a": 9.6, "lumo_ev": -3.45, "gap_ev": 2.56, "symbols": ["C", "N", "C", "O", "C", "O", "C", "C", "C", "N", "C", "C", "C", "O", "I", "C", "H", "H", "H", "H", "H", "H", "H", "H", "H", "H", "H", "H", "Br"], "xyz": [[-0.746, 3.595, -3.682], [-0.802, 2.500, -2.624], [0.273, 1.452, -2.840], [-0.337, 0.142, -2.479], [0.646, -0.643, -1.663], [1.878, -0.977, -2.129], [0.092, -1.114, -0.158], [-1.542, -1.296, 0.019], [-2.104, -1.731, 1.497], [-1.159, -1.977, 2.655], [0.365, -1.816, 2.568], [1.383, -2.047, 3.859], [0.969, -0.929, 4.996], [1.484, -1.050, 6.251], [-0.347, 0.804, 4.671], [1.095, -1.394, 1.125], [0.202, 4.289, -3.579], [-1.687, 4.281, -3.570], [-0.755, 3.168, -4.794], [-0.782, 2.884, -1.654], [1.198, 1.739, -2.179], [0.612, 1.347, -3.973], [-2.271, -1.112, -0.890], [-3.268, -1.857, 1.705], [-1.528, -2.234, 3.614], [2.492, -1.812, 3.489], [1.326, -3.164, 4.268], [2.272, -1.292, 1.011], [1.041, 0.241, -5.512]], "lowdin_charge": [-0.158, -0.136, -0.327, -0.118, -0.219, 0.003, 0.043, 0.077, 0.028, 0.017, -0.133, -0.115, -0.663, -0.130, 0.827, 0.106, 0.083, 0.076, 0.102, 0.091, 0.141, -0.173, 0.137, 0.143, 0.148, 0.150, 0.155, 0.138, -0.294]}

{"formula": "C5H7N3O2", "method": "the ωB97M-V functional and the def2-TZVPD basis", "total_charge": 0, "e_homo_ha": -0.29942, "max_force_ev_per_a": 1.8, "lumo_ev": 0.60, "gap_ev": 8.74, "symbols": ["C", "C", "C", "C", "C", "N", "N", "N", "O", "O", "H", "H", "H", "H", "H", "H", "H"], "xyz": [[0.758, 1.554, -0.244], [0.578, 0.004, 1.513], [3.348, -0.743, -0.206], [0.318, 2.761, -0.586], [-0.616, -1.006, -0.337], [0.894, 1.134, 1.059], [-0.086, -1.040, 0.904], [-1.161, -2.159, -0.666], [2.721, -1.682, -0.012], [3.989, 0.181, -0.401], [1.109, 0.859, -1.004], [0.847, -0.205, 2.543], [-0.081, 3.444, 0.144], [0.293, 3.073, -1.614], [-0.174, -1.897, 1.469], [-1.604, -2.264, -1.560], [-1.156, -2.982, -0.057]], "lowdin_charge": [-0.297, -0.233, -0.458, 0.007, -0.170, 0.062, -0.004, 0.055, 0.197, 0.226, 0.087, 0.119, 0.048, 0.041, 0.134, 0.084, 0.100]}

{"formula": "CH4N4OS", "method": "the ωB97M-V functional and the def2-TZVPD basis", "total_charge": 0, "e_homo_ha": -0.34934, "max_force_ev_per_a": 3.5, "lumo_ev": 0.36, "gap_ev": 9.86, "symbols": ["C", "N", "N", "N", "N", "O", "S", "H", "H", "H", "H"], "xyz": [[-0.856, 0.962, 0.272], [0.516, -1.861, -0.670], [1.598, -1.322, -0.806], [-0.322, -1.348, 0.203], [0.110, -0.047, 0.665], [2.008, 1.261, -0.654], [1.804, 0.037, 0.207], [-1.016, 1.012, -0.889], [-1.915, 0.718, 0.807], [-0.603, 1.948, 0.693], [-1.322, -1.361, 0.171]], "lowdin_charge": [-0.149, -0.091, -0.194, -0.056, -0.364, -0.509, 0.923, 0.115, 0.125, 0.076, 0.125]}

{"formula": "C12H8N5PdS4", "method": "the ωB97M-V functional and the def2-TZVPD basis", "total_charge": -1, "e_homo_ha": -0.14359, "max_force_ev_per_a": 0.2, "lumo_ev": 1.66, "gap_ev": 5.57, "symbols": ["Pd", "C", "S", "C", "S", "N", "N", "C", "C", "C", "C", "C", "C", "N", "H", "H", "H", "H", "H", "H", "H", "H", "S", "C", "C", "N", "C", "S", "C", "N"], "xyz": [[-0.530, -0.453, -0.204], [-2.278, -4.852, 2.054], [-1.726, -3.524, 3.135], [-1.377, -2.228, 2.003], [-1.258, -2.534, 0.317], [-1.192, -1.084, 2.612], [-0.824, -0.105, 1.739], [-0.635, 1.092, 2.178], [-0.271, 2.108, 1.201], [0.111, 3.400, 1.555], [0.475, 4.282, 0.555], [0.463, 3.858, -0.767], [0.079, 2.557, -1.043], [-0.296, 1.716, -0.087], [-2.562, -5.667, 2.720], [-1.484, -5.188, 1.392], [-3.140, -4.541, 1.468], [-0.732, 1.309, 3.235], [0.133, 3.688, 2.597], [0.779, 5.291, 0.805], [0.752, 4.518, -1.573], [0.064, 2.152, -2.049], [-0.602, -0.706, -2.484], [1.089, -0.749, -2.972], [1.278, -0.938, -4.378], [1.384, -1.078, -5.517], [2.163, -0.609, -2.146], [2.120, -0.394, -0.432], [3.476, -0.648, -2.737], [4.539, -0.673, -3.180]], "lowdin_charge": [0.359, -0.461, 0.826, -1.090, 0.584, -0.094, -0.190, -0.073, -0.266, -0.026, -0.070, -0.051, -0.124, -0.014, 0.025, 0.020, 0.027, 0.124, 0.109, 0.103, 0.103, 0.097, 0.503, -0.748, -0.323, 0.130, -0.814, 0.518, -0.315, 0.131]}

{"formula": "C3H3FO2", "method": "the ωB97M-V functional and the def2-TZVPD basis", "total_charge": 0, "s_squared": 2.01, "e_homo_ha": [-0.28108, -0.39114], "max_force_ev_per_a": 9.2, "lumo_ev": [0.75, -4.03], "gap_ev": [8.40, 6.61], "multiplicity": 3, "symbols": ["C", "C", "C", "O", "O", "F", "H", "H", "H"], "xyz": [[0.352, -0.362, 0.004], [-0.840, 0.275, -0.010], [-2.078, -0.506, 0.024], [-2.396, -1.627, -0.050], [-3.201, 0.769, 0.138], [-4.451, 0.248, -0.070], [1.208, 0.192, -0.104], [0.619, -1.457, 0.051], [-1.126, 1.359, 0.001]], "lowdin_charge": [0.059, -0.029, -0.312, 0.177, -0.094, -0.093, 0.034, 0.113, 0.145]}